Arrangement one

Formula: CH4N4O
Source: the OMol25 dataset
Level of theory: the ωB97M-V functional and the def2-TZVPD basis

Cartesian coordinates (Å):
O: 1.1537 0.1172 2.1760
N: -0.3544 -1.4961 0.2910
N: 0.5515 0.7810 0.2317
N: -0.7493 -0.0488 -1.4060
N: 1.1764 1.0479 1.3757
C: -0.1752 -0.3644 -0.1894
H: -1.3689 -0.7861 -1.6419
H: -1.3004 0.8270 -1.4247
H: 0.2868 -1.5847 1.0395
H: 0.7797 1.5070 -0.4520

Summary:
Lowest unoccupied orbital energy (Eh): 0.008
Structure (SMILES): [H]/N=C(/N)NN=O
HOMO level (eV): -9.832
Kohn-Sham gap (Ha): 0.3690
Net charge: 0



Arrangement two

Formula: CH4N4O
Source: the OMol25 dataset
Level of theory: the ωB97M-V functional and the def2-TZVPD basis

Cartesian coordinates (Å):
O: 1.7544 -1.7343 0.1324
N: -0.9815 0.3385 1.2169
N: -1.0564 -0.6763 0.7006
N: 0.6599 -2.7375 1.7618
N: 0.8879 -1.8844 0.9561
C: -0.0312 1.0024 1.9692
H: -0.5370 1.2316 2.8928
H: 0.7033 0.2017 2.3792
H: 1.2870 -3.5688 1.8513
H: 0.2441 1.8716 1.3926

Summary:
Lowest unoccupied orbital energy (alpha / beta) (Eh): -0.026 / 0.009
HOMO level (alpha / beta) (eV): -7.716 / -8.972
Kohn-Sham gap (alpha / beta) (Ha): 0.2575 / 0.3388
Net charge: 0



Arrangement three

Formula: CH4N4O
Source: the OMol25 dataset
Level of theory: the ωB97M-V functional and the def2-TZVPD basis

Cartesian coordinates (Å):
O: 0.3057 0.3619 0.7148
N: 0.5103 -1.7548 1.9367
N: 0.0634 1.5590 -1.1665
N: -0.6944 -0.6081 -1.1662
N: 0.6504 -1.3078 0.8667
C: -0.2199 0.4062 -0.5064
H: 0.6249 2.2565 -0.7112
H: -0.1651 1.6267 -2.1427
H: 0.0927 -1.2664 2.7418
H: -1.1679 -1.2732 -0.5671

Summary:
Lowest unoccupied orbital energy (Eh): 0.003
Structure (SMILES): [H]/N=N\O/C(N)=N\[H]
HOMO level (eV): -8.631
Kohn-Sham gap (Ha): 0.3204
Net charge: 0



Most favorable first, least favorable last: arrangement one, arrangement three, arrangement two



Arrangement one

Formula: H2
Source: the OMol25 dataset
Level of theory: the ωB97M-V functional and the def2-TZVPD basis

Cartesian coordinates (Å):
H: 0.1403 -0.5158 -0.5799
H: -0.1403 0.5158 0.5799

Summary:
Lowest unoccupied orbital energy (Eh): -0.030
HOMO level (eV): -11.260
Kohn-Sham gap (Ha): 0.3841
Net charge: 0



Arrangement two

Formula: H2
Source: the OMol25 dataset
Level of theory: the ωB97M-V functional and the def2-TZVPD basis

Cartesian coordinates (Å):
H: 1.0202 0.9204 0.1645
H: -1.0202 -0.9204 -0.1645

Summary:
Lowest unoccupied orbital energy (Eh): -0.134
HOMO level (eV): -9.429
Kohn-Sham gap (Ha): 0.2121
Net charge: 0



Most favorable first, least favorable last: arrangement one, arrangement two



Arrangement one

Formula: C4H7NOS
Source: the OMol25 dataset
Level of theory: the ωB97M-V functional and the def2-TZVPD basis

Cartesian coordinates (Å):
S: -0.4164 2.8142 -0.0331
O: 1.2847 1.8251 -1.6978
N: -0.9879 -1.8339 -0.2736
C: 0.1097 -0.0996 1.2883
C: 0.5127 0.2127 -0.1382
C: 0.4987 1.5973 -0.6502
C: -0.7978 -0.4852 0.1854
H: -0.2547 -2.4175 0.0534
H: 0.6857 -0.8839 1.7811
H: 1.3017 -0.4492 -0.5596
H: -0.1472 0.7797 1.9062
H: -1.8354 -2.2203 0.0826
H: -1.6731 0.1489 0.0212
H: 1.7193 1.0118 -1.9657

Summary:
Lowest unoccupied orbital energy (Eh): 0.024
Structure (SMILES): N[C@H]1C[C@@H]1C(O)=S
HOMO level (eV): -8.660
Kohn-Sham gap (Ha): 0.3422
Net charge: 0



Arrangement two

Formula: C4H7NOS
Source: the OMol25 dataset
Level of theory: the ωB97M-V functional and the def2-TZVPD basis

Cartesian coordinates (Å):
S: 0.9265 -0.6123 -1.6631
O: -1.4810 -1.3597 0.1352
N: -0.4214 1.1499 1.6607
C: -1.4223 -0.1467 -0.0609
C: 0.8263 0.2155 1.7171
C: 0.5667 1.0467 0.5412
C: -0.1715 0.4890 -0.6621
H: -2.4490 0.3738 0.1639
H: 0.5392 -0.8465 1.7073
H: 1.2880 1.9501 0.3740
H: 1.6919 0.4585 2.3947
H: -0.3929 1.1762 -1.3943
H: 0.7487 -1.8885 -1.0874
H: -0.2474 1.7757 2.5336

Summary:
Lowest unoccupied orbital energy (Eh): 0.029
Structure (SMILES): O=C[C@H](S)[C@@H]1CN1
HOMO level (eV): -9.256
Kohn-Sham gap (Ha): 0.3695
Net charge: 0



Most favorable first, least favorable last: arrangement one, arrangement two



Arrangement one

Formula: C4H7NOS
Source: the OMol25 dataset
Level of theory: the ωB97M-V functional and the def2-TZVPD basis

Cartesian coordinates (Å):
S: 3.5251 0.6412 -0.5818
O: 2.3982 -1.0042 0.9423
N: 2.3236 -0.0932 0.1878
C: 0.4879 0.1932 -0.3528
C: -0.6907 -0.7807 1.7432
C: 0.4707 0.7953 -1.6651
C: -0.5456 -0.0581 0.4135
H: -1.4895 0.3769 0.1147
H: -0.5212 1.3507 -1.8294
H: -0.0095 -0.4008 2.5853
H: -1.6945 -0.8167 2.1126
H: 1.3580 1.5356 -1.9023
H: 0.3721 0.0120 -2.4573
H: -0.4519 -1.7567 1.3410

Summary:
Lowest unoccupied orbital energy (Eh): -0.015
HOMO level (eV): -9.061
Kohn-Sham gap (Ha): 0.3175
Net charge: 0



Arrangement two

Formula: C4H7NOS
Source: the OMol25 dataset
Level of theory: the ωB97M-V functional and the def2-TZVPD basis

Cartesian coordinates (Å):
S: 0.4598 0.6578 0.0710
O: 1.0593 1.9502 0.3469
N: -1.8144 0.4832 -0.1125
C: -2.4021 0.0358 0.8090
C: 1.6298 -0.7148 0.6379
C: 0.5489 0.4978 -1.8045
C: -2.9704 -0.3592 1.8689
H: 1.5609 -1.5295 0.0124
H: 0.3767 -0.4830 -2.1315
H: 1.0141 -0.9868 1.4828
H: 1.5913 0.6107 -2.1819
H: -0.2399 1.2016 -2.2121
H: -3.5227 -0.9384 2.4535
H: 2.7086 -0.4255 0.7602

Summary:
Lowest unoccupied orbital energy (alpha / beta) (Eh): -0.062 / -0.058
HOMO level (alpha / beta) (eV): -8.381 / -8.222
Kohn-Sham gap (alpha / beta) (Ha): 0.2458 / 0.2439
Net charge: 0



Most favorable first, least favorable last: arrangement one, arrangement two



Arrangement one

Formula: H26NO11
Source: the OMol25 dataset
Level of theory: the ωB97M-V functional and the def2-TZVPD basis

Cartesian coordinates (Å):
O: -2.1536 1.2954 1.6897
O: -0.0916 2.6794 3.1477
O: 2.7084 -2.5626 -1.0353
O: -3.5126 0.7794 -1.2493
O: -0.2756 -1.2366 2.6077
O: -2.7696 -2.0286 -0.0253
O: 1.8664 1.6414 1.4407
O: -1.2336 2.3894 -2.2363
O: 1.1234 -2.5166 -2.6263
O: 2.8054 -0.8216 1.3627
O: 1.4784 0.2074 -3.1103
N: -0.2236 -0.0106 -0.5313
H: -3.2826 1.7224 -0.9083
H: 0.3214 2.2144 2.4237
H: 1.5864 -2.6656 -1.8063
H: 2.4454 0.7074 1.5967
H: 0.3814 -1.8596 2.8487
H: 3.3974 -2.4966 -1.7283
H: -1.0796 -1.7346 2.7067
H: 2.4954 -1.4216 2.2187
H: -0.2316 1.9974 3.7817
H: -0.7976 0.1474 -1.5163
H: 1.3304 -1.5616 -2.8803
H: -2.7996 -2.8616 0.3077
H: -1.3496 3.3254 -1.9543
H: 2.3854 0.1314 -3.4263
H: -1.8116 1.8264 2.3287
H: -3.3726 -1.6166 0.4257
H: 1.2064 1.0454 -3.6223
H: 0.7174 -0.2446 -0.7053
H: -4.1336 0.3514 -0.6213
H: 2.3354 2.1794 0.9577
H: -0.2366 0.7924 0.1047
H: -0.5966 -0.6496 -0.0743
H: -1.9126 2.3714 -2.8603
H: -2.7066 0.6004 1.9597
H: 3.4794 -0.4336 1.8167
H: 2.5054 -1.6826 -0.8063

Summary:
Lowest unoccupied orbital energy (Eh): -0.120
HOMO level (eV): -12.792
Kohn-Sham gap (Ha): 0.3506
Net charge: +1



Arrangement two

Formula: H26NO11
Source: the OMol25 dataset
Level of theory: the ωB97M-V functional and the def2-TZVPD basis

Cartesian coordinates (Å):
O: -1.2219 -2.9930 0.6627
O: -1.1836 -0.1055 1.7075
O: -1.9582 0.4883 -3.9341
O: 0.3251 1.4951 -2.8052
O: 1.9471 -1.9173 0.0219
O: 1.2898 -2.8548 2.5281
O: 3.2867 -0.4184 2.6403
O: 2.5482 2.2753 0.0650
O: -1.7260 -1.2139 -1.7439
O: -1.2392 2.9617 2.0870
O: -2.3744 1.7213 -0.0521
N: 0.6018 0.3126 -0.2487
H: 0.6023 -3.4146 2.8888
H: -1.1903 0.8988 -3.5365
H: -2.8002 1.3151 -0.8071
H: 2.6088 -0.2595 3.2972
H: -1.5647 2.2464 1.5405
H: 0.2432 2.4151 -3.0567
H: -0.6595 2.5364 2.7188
H: 1.9566 -2.4030 -0.8029
H: -2.9135 2.4876 0.1439
H: 2.8920 -1.0462 2.0351
H: -1.3188 -2.0426 0.7225
H: -1.9040 0.7243 -4.8602
H: -0.2174 0.1691 0.3244
H: 2.7428 -2.1972 0.4744
H: -2.6329 -1.5199 -1.7354
H: -0.9447 -0.6364 2.4673
H: 1.0516 1.1016 0.1932
H: 0.9563 -2.5864 1.6719
H: -1.7141 -0.5165 -2.3995
H: 1.1527 1.2127 -3.1943
H: -2.0939 0.1444 1.8659
H: 2.7138 2.6109 -0.8160
H: 3.3875 2.3627 0.5168
H: 1.1567 -0.5276 -0.1694
H: -2.1088 -3.3327 0.7822
H: 0.3029 0.5063 -1.1938

Summary:
Lowest unoccupied orbital energy (Eh): -0.114
HOMO level (eV): -13.956
Kohn-Sham gap (Ha): 0.3986
Net charge: +1



Most favorable first, least favorable last: arrangement two, arrangement one